1.
Density functional theory data (ωB97M-V/def2-TZVPD) for a structure of composition C31H37N5Zn.

Geometry as XYZ:
```
74
Properties=species:S:1:pos:R:3
H 1.0161 -2.3935 0.2573
C 3.1139 0.0007 -1.0093
H -1.0903 3.5834 -7.2572
H 0.2138 -0.0734 3.4381
H 1.9957 -0.8846 -3.4819
H -0.8172 3.5435 -0.0283
C -4.1397 1.0655 1.3614
C 2.4634 -0.8994 1.9378
N -3.0101 0.3394 1.3454
H 3.1797 -0.5020 2.6713
H 3.0178 -1.5505 1.2553
H 1.7243 1.9761 -2.4930
H 1.6586 3.5317 -1.6266
C -2.1030 -2.4454 2.9912
C -0.4563 0.1102 -4.0682
H 4.1019 -0.0784 -0.5365
H -2.6317 -0.2740 2.0741
H -0.6068 -4.1280 -2.1491
C -0.3573 -0.8403 -1.8259
H -2.3638 2.7215 -5.1330
N -1.2918 -1.9921 2.0349
N -0.5214 -0.9978 -3.1516
C -1.5735 0.9332 -4.2165
H 0.1947 4.1258 1.3011
C -2.8847 1.5993 -0.3991
H -2.7012 0.4612 -2.4568
H -3.4732 -3.9325 3.6893
H -4.8487 2.5666 -0.1097
C -1.0193 -2.7810 0.9858
C -4.1042 1.8677 0.2324
H -0.8292 1.3321 3.1120
H -0.8526 -2.6747 -4.5002
C 1.8060 0.1987 1.1930
Zn -0.2768 -0.1123 0.0622
C 0.5068 2.0718 0.7422
H -2.2340 -1.7972 3.8604
C 0.2046 0.9648 3.0849
H 1.7766 1.8580 -5.9427
C -1.5837 -4.0652 0.8421
H 2.8778 0.3074 -4.4541
C 1.9985 -0.3497 -4.4351
C 0.8269 1.5975 -5.4592
C 2.1405 0.6630 -0.1166
C -1.4858 2.0763 -5.0117
H 1.7205 -1.5010 2.4741
H 2.7769 -1.0214 -1.2412
H 2.1245 -1.0913 -5.2361
H -4.8581 0.9692 2.1639
H -3.5694 1.3944 -3.6911
C -2.7752 -3.6719 2.8962
C -0.6774 -2.3556 -3.4850
C -2.8485 0.5842 -3.5347
H -2.4509 2.0945 -1.2627
H 0.8000 1.5756 3.7811
C -2.5066 -4.4901 1.7942
H -0.2783 4.5283 -6.0042
H 3.2319 0.5448 -1.9503
C 1.3081 1.7910 -0.4130
C 0.7660 0.4640 -4.6452
C -0.0523 -2.2287 0.0503
C -0.2381 3.5908 -6.5697
N -2.2311 0.6189 0.2734
N -0.3688 -2.1149 -1.3248
H 0.6824 3.5719 -7.1568
H -3.2832 -0.3505 -3.9128
H -1.1561 3.0365 1.6481
H -3.0155 -5.4536 1.6998
C -0.3620 3.2533 0.9256
C -0.2943 2.4050 -5.6608
C 1.2171 2.5251 -1.6927
C -0.5572 -3.0649 -2.3395
C 0.7520 1.0379 1.7101
H 0.1607 2.6350 -1.9864
H -1.2958 -4.6780 -0.0080
```

HOMO level (spin up / spin down) = 2.7 / 2.7 eV
Energy above the lowest of the compared OMol25 structures with the same formula, charge and spin = 0.1861 eV
Charge = -2
Kohn-Sham gap (spin up / spin down) = 1.28 / 1.28 eV

2.
Density functional theory data (ωB97M-V/def2-TZVPD) for a cluster of 4 separate species, C31H37NO16S in total.

Geometry as XYZ:
```
86
Properties=species:S:1:pos:R:3
O 5.8031 -0.9169 0.7681
O -3.2570 3.0774 -3.8186
H 0.8022 1.6763 1.5998
C -5.9181 -1.7711 -3.6722
H -0.7886 -5.1231 -0.8804
C 4.8224 -0.4947 -0.2701
H -1.3480 -0.9372 -1.7486
H 0.8619 -2.7448 1.7287
H 0.8820 -5.0696 -1.9221
C -6.9459 -1.1758 -4.2803
H 0.5557 1.0119 -1.3159
C 5.8048 1.9609 6.9855
H -6.8169 -0.2979 -4.9003
H 5.8867 0.3515 4.3005
C -0.9374 2.9493 -3.3710
H 4.4150 -1.6974 2.2752
H 5.4060 -0.4221 -1.3088
H -0.1472 -0.8151 1.3021
H -4.0671 -1.8876 -3.2745
H 2.3663 -2.1609 0.7549
O -5.1484 -3.5159 -2.2945
O 6.3828 0.6827 5.0807
C -0.3979 5.2602 -4.9961
C -1.9658 3.5465 -3.9763
O -4.6306 -1.2851 -3.8074
O -1.4601 0.6812 0.2902
H -3.5949 -2.2557 1.5467
H 1.7647 2.5528 0.1695
H 4.8544 -2.8979 0.7694
H 3.9743 -1.2844 -0.4377
C 0.9359 0.3880 -0.3760
H -7.6163 -4.3556 -2.0227
H 2.8450 -0.2389 1.6648
C -0.9296 -1.5667 -0.8228
H -2.7931 -2.8147 -1.2352
O -3.8426 1.0611 1.3603
C -6.1150 -2.9798 -2.8258
H -10.3676 -2.7598 -3.6406
H -1.9408 -3.3870 0.3505
H -1.0683 2.0803 -2.7385
C 3.0599 2.1472 6.1471
O 1.9175 5.1508 -4.5232
H -0.2688 6.1381 -5.6160
H 6.1107 -2.5827 2.1539
O -9.2755 -1.1809 -4.6876
C 0.7038 -3.3015 -0.4908
C 4.0577 1.4374 5.3320
H 3.7623 1.4659 -0.8786
C -7.4854 -3.4867 -2.6553
H 2.1443 -4.0387 1.2416
O 5.1058 3.2543 8.8379
O 2.4751 3.3987 8.0678
O -9.8050 -3.3586 -3.1029
H 2.0433 2.1708 5.7750
C -0.4102 -0.3878 0.2461
C 1.6078 -3.0477 0.8481
H 0.9002 -5.6218 -0.0892
S -2.6514 0.0319 1.3206
C 0.6299 4.6649 -4.3879
C -3.2978 -1.5767 0.6118
H -3.8196 3.6762 -4.3564
O -2.1782 -0.0891 2.8207
C 5.2490 -2.0836 1.5282
H -4.3157 -1.4030 0.0292
C -2.2020 -2.4335 -0.2706
H 2.9725 3.7350 8.8448
O 1.3997 2.9201 -3.0102
C 3.4080 2.7320 7.2950
C 1.5494 1.5088 0.7025
C 0.4330 3.4561 -3.5415
C 2.9830 0.8736 1.2804
C 0.3661 -4.8962 -0.8606
O -2.7275 5.2551 -5.4034
O 3.7711 0.9031 4.2659
N 0.2258 -2.3696 -1.3689
H 3.3552 1.5555 2.1752
C -1.7655 4.7392 -4.8452
H 2.4810 4.5484 -3.9902
C -8.5138 -2.8894 -3.2606
C 4.8122 2.6916 7.7890
C 4.1451 0.9645 0.1202
H 6.8178 1.9242 7.3650
C 5.4557 1.3733 5.8394
H 5.0319 1.6554 0.5019
C -8.3136 -1.6968 -4.1295
H 1.7890 -0.3524 -0.6813
```

SMILES string = COCCCCC[C@H]1OS(=O)(=O)CC[C@@H]1N=C(C)C.O=C1C=C(O)C(=O)C=C1O.O=C1C=C(O)C(=O)C=C1O.O=C1C=C(O)C(=O)C=C1O
HOMO level = -8.5 eV
Kohn-Sham gap = 6.53 eV

3.
Density functional theory data (ωB97M-V/def2-TZVPD) for a structure of composition C31H37NO6.

Geometry as XYZ:
```
75
Properties=species:S:1:pos:R:3
C 0.4827 -2.8765 -0.0520
H -1.5778 -1.4606 2.3722
C 1.7814 -1.4873 1.0591
C -0.7063 -3.7357 -0.1494
C -2.6623 3.0262 -2.7548
O -3.6066 -1.6993 1.7486
H -2.5882 -0.6015 3.5510
C 5.1318 1.0904 0.6165
H -2.3816 3.6233 -3.5252
H -2.5191 -2.4860 3.4042
H -5.4625 -1.3001 -1.4915
H -4.1904 2.2048 -0.4804
C -0.8644 -4.9100 -0.5700
H -4.1617 -1.7282 -0.6216
H -1.9133 -5.5914 -0.3614
H 6.1904 1.7331 -2.3835
C 5.8472 -0.1236 0.1637
H -1.3661 4.7381 -0.2655
C -3.8822 0.1207 -1.6222
C 1.3235 -3.4504 -1.1895
C 0.8479 1.0977 1.7754
H 6.7207 -0.3402 0.9182
C -1.4202 4.2314 -0.9955
C -2.5551 -1.5241 2.9707
H -1.0931 2.6667 1.4006
H -1.0806 5.1184 -1.9141
C 5.4517 1.9834 -0.4696
O -3.9321 0.5795 2.2269
H -3.6442 2.8513 -3.0265
C -1.2307 1.8114 0.6951
H -1.7432 -1.4818 -0.9662
C 1.0062 -4.6113 -1.7142
C 3.4449 0.7440 0.7440
O 1.0351 2.1496 2.0315
C -4.7211 -0.9875 -0.9149
H -5.9424 -0.9984 0.7198
H 7.3640 1.6358 -1.0162
N -2.3850 1.5990 0.0452
C 0.4336 -1.5883 0.4437
H -0.0052 -6.2108 -1.8820
C -3.1786 2.8769 -0.5311
C -0.4493 -0.5758 0.0898
O 2.6910 -2.0996 1.0145
C -1.6065 -0.5871 -0.5346
H 6.7277 -0.6686 -1.3693
H -2.0380 2.0075 -2.7985
H -1.4624 -3.2548 1.0480
H 5.3898 1.3935 1.6505
C 1.9279 -0.0008 1.8906
H 5.1034 -1.1254 0.6169
H 2.3754 -1.4504 3.7804
O 3.0717 0.3411 1.9355
C -4.2158 -0.4320 1.6177
H 0.4262 -0.9202 3.7133
C 0.0973 -5.3572 -1.6078
H -0.5299 3.4672 -1.0444
H 1.5854 0.3658 4.1671
H 2.2027 -2.8041 -1.4092
C -5.2554 -0.4913 0.3901
H 5.7480 3.1616 -0.2340
H 1.9199 -5.0393 -2.4472
H 4.2768 2.4112 -1.0175
H -3.4070 -0.4053 -2.3892
C -2.6733 3.8255 -1.4392
H -3.4189 4.4825 -1.6029
H -3.0955 3.2678 0.6514
C -2.5131 0.1408 -0.8368
O 2.5823 1.1015 -0.2420
C 5.9426 -0.0284 -1.2875
C 1.5555 -0.5509 3.4007
C 6.3433 1.4393 -1.4508
C -0.4080 0.8215 0.9990
H 4.9730 -0.3287 -1.8541
H -4.4426 0.9061 -1.7470
H -5.6713 0.2980 0.3571
```

HOMO level = -7.3 eV
Kohn-Sham gap = 7.04 eV

4.
Density functional theory data (ωB97M-V/def2-TZVPD) for the ion C31H37O2 with charge -1.

Geometry as XYZ:
```
70
Properties=species:S:1:pos:R:3
C 4.0228 -1.7991 -1.2019
H -6.8740 0.8999 -0.5068
C 2.5320 1.7926 -0.5931
H 3.9065 0.1062 -3.1480
C 4.5935 0.3238 -2.3243
H 2.6338 4.1210 -2.0457
C -0.8599 -0.8098 0.5252
H 2.5940 -3.3615 2.3798
O 3.5471 2.5281 -0.4759
C 0.9677 3.8505 -0.6686
H 4.6971 1.4070 -2.2179
C -3.4460 -4.4867 1.2961
C 1.7494 -3.4512 1.6749
C -3.6453 0.9148 -1.6738
H -1.9839 -4.0849 -0.2591
H 4.7237 -0.3870 1.0503
C -1.8526 -2.8899 2.9183
H -0.9812 -0.5852 1.6326
H -6.3945 1.1370 -2.1338
C 1.6367 4.6300 0.4734
H 1.3376 5.3563 -2.1959
C -3.7820 -4.3099 2.6339
H 1.1168 -4.3165 1.9372
C 1.1826 2.3325 -0.4817
C 0.8531 -2.2125 1.6867
H -6.0819 2.3972 -0.9508
H -0.7054 5.2290 -0.8819
H 1.0605 3.7286 -2.8224
H 2.7144 4.4378 0.4685
H 5.0356 -2.1426 -1.4675
H -0.2914 -2.5410 -0.0914
H -1.6005 0.6583 -2.1101
H 5.1641 1.1279 0.1970
H -3.1412 -3.4214 4.5034
C -1.5155 -3.0640 1.5724
H 6.0247 -0.3868 -0.1240
C -2.3136 -3.8839 0.7804
H -1.0536 3.6020 -1.4414
H 3.3367 -2.1050 -2.0072
H 5.5705 -0.1168 -2.5583
C 1.5520 4.2927 -2.0175
C 0.1821 1.4807 -0.0886
H -1.1759 -2.2712 3.5240
C 1.5483 -0.4452 -0.4613
C -2.9834 -3.5071 3.4462
C -6.0603 1.3065 -1.1098
C 0.2986 0.0779 -0.0831
C -4.5785 -0.2255 0.2470
H 1.6239 -1.5363 -0.5954
H -5.4555 -0.4794 0.8452
H -0.9781 3.9826 0.3272
C -3.3181 -0.6436 0.6420
H 1.4763 5.7133 0.3803
C -0.5305 4.1678 -0.6574
H 1.2176 4.3074 1.4355
C 5.0442 0.0465 0.0968
C 2.6637 0.3161 -0.7025
C -2.1978 -0.3721 -0.1509
H -4.6236 -4.8433 3.0901
H -3.8640 1.5692 -2.5401
O 1.2518 -1.3004 2.4158
C 4.0465 -0.2737 -1.0249
H 3.7852 -2.3174 -0.2619
H -3.2112 -1.2001 1.5988
H -0.7473 1.9220 0.2329
C -4.7424 0.6290 -0.8518
H -4.0027 -5.1824 0.7033
C -0.5151 -2.1623 0.8789
C -2.3650 0.4193 -1.3481
H 2.1807 -3.6960 0.6811
```

SMILES string = CC(=O)[C@@H](c1ccccc1)[C@H](c1ccc(C)cc1)c1cc(C(C)(C)C)c([O-])c(C(C)(C)C)c1
HOMO level = -2.8 eV
Charge = -1
Kohn-Sham gap = 5.42 eV

5.
Density functional theory data (ωB97M-V/def2-TZVPD) for a cluster of 6 separate species, C31H38B3ClN6O4 in total.

Geometry as XYZ:
```
83
Properties=species:S:1:pos:R:3
H 5.4534 3.8965 3.0018
H 2.5629 0.6078 2.1825
H 9.4424 5.1310 2.0045
H -1.3927 -3.9939 0.5545
H -2.4378 3.1241 -0.4055
C -0.2441 -3.9991 0.8067
H -0.2714 4.6710 -0.5181
Cl -0.4861 -3.4442 -2.0808
N -0.7862 6.6679 -0.4877
C -5.6564 -6.2054 -1.1985
H -6.1148 1.4470 1.5566
H 3.6625 -4.6416 2.8207
H -0.0580 -3.2058 1.6779
H 2.1170 -4.6802 -1.8918
N -5.1436 -0.1030 0.6036
H 0.8378 -2.3344 -0.3133
N -0.9269 1.8818 -1.0597
C 0.5733 -3.4774 -0.5267
H -1.3179 -1.0599 -2.6884
H 0.1026 -5.0498 1.1934
C -7.3455 -0.3239 1.5681
C -2.9429 0.1980 -2.0210
N 1.6733 2.8283 0.4794
C -5.2275 -1.3974 0.2258
H -4.1759 -7.6782 -1.7149
C 8.7008 3.3291 1.0858
C -4.9791 -7.0427 -2.0704
O 3.0479 1.4067 -1.0691
C -6.2060 0.4042 1.2659
N -6.6634 -5.3867 -1.5725
H 5.2633 0.2624 0.2447
H -4.3018 1.6778 -1.2262
H 0.9795 2.4103 1.1618
H 2.0879 5.0263 0.2224
B 3.8981 -3.7923 2.0372
B 3.9246 -1.5500 1.0400
C 0.9436 8.2199 0.1657
C 0.1059 5.6689 -0.3129
C 8.6061 4.4442 1.9117
C 1.8386 7.1694 0.3386
C -6.3937 -6.2140 -3.8243
O 3.4400 -1.9881 -0.3053
C -5.3586 -7.0449 -3.4087
H -7.8192 -4.7409 -3.1542
H -4.8520 -7.6889 -4.1215
H -1.0829 8.7067 -0.3889
C 4.6112 -0.0371 1.1842
C 6.3909 3.7654 2.4688
C -7.4029 -1.6538 1.1641
O 3.8083 -2.3337 2.2854
C 3.4457 1.0970 1.5463
H 7.3238 5.5306 3.2696
H -4.3602 -1.7818 -0.3031
H 7.6307 1.6011 0.3650
H 3.9049 1.9778 2.1988
C -0.6419 0.7227 -1.6920
H -3.7257 -0.4560 -2.3941
N 6.4525 2.6754 1.6734
C 1.4149 5.8668 0.0963
C -6.3253 -2.2044 0.4785
C -7.0085 -5.4091 -2.8786
C 7.6070 2.4829 0.9987
C 1.9773 -4.3159 -0.7881
H -8.2804 -2.2558 1.3816
B 3.2345 -3.4443 -0.1794
H 1.8905 -5.2884 -0.1012
H -6.3395 -3.2371 0.1493
C 7.4293 4.6706 2.6181
H 0.4165 0.4995 -1.7934
C -3.2684 1.3845 -1.3722
O 4.2656 -4.1848 0.6305
C 2.7528 1.7665 0.2099
H 9.6044 3.1241 0.5229
H 2.8578 7.3641 0.6592
C -0.3465 7.9218 -0.2430
H -6.7138 -6.1931 -4.8599
H -8.1685 0.1346 2.1045
H 1.2430 9.2463 0.3452
C -1.6044 -0.1426 -2.1868
H 1.1418 3.0114 -0.4172
H -5.3997 -6.1704 -0.1434
H 5.3403 -0.0582 2.1284
C -2.2351 2.1867 -0.9152
```

SMILES string = C[C@H](Cl)CB1OBOB(CCC(N)=O)O1.c1ccncc1.c1ccncc1.c1ccncc1.c1ccncc1.c1ccncc1
HOMO level = -9.2 eV
Kohn-Sham gap = 9.44 eV

6.
Density functional theory data (ωB97M-V/def2-TZVPD) for a structure of composition C31H38I2InN5OSSe2Si2.

Geometry as XYZ:
```
83
Properties=species:S:1:pos:R:3
N -0.3212 -2.2009 -1.7694
C 0.1053 3.2139 2.3743
I 2.2270 -0.8503 -4.1883
C 0.0212 4.4819 -2.8764
C -3.2419 1.7377 -0.9349
C -0.6661 3.2899 -4.8265
H -2.3869 -4.6603 2.3831
H -0.0230 -4.4388 -4.8804
H 0.3603 3.6671 4.4548
C -0.1454 4.4356 -4.2536
H -3.2355 -2.3529 -1.0588
H -0.1233 -2.2157 4.5403
H -0.1763 -4.7252 2.7666
H -0.8273 3.2093 -5.8928
H -1.8399 -4.6513 0.7153
H 2.8305 -1.2220 1.8506
Se -1.7574 0.6246 -4.6854
C -0.9889 5.6901 2.1197
N -3.6673 1.6011 -2.0071
H 1.3284 -4.9064 -2.8390
H 0.4246 5.3612 -2.3977
H -4.6891 -2.3879 -0.0787
O 0.9650 0.4665 -1.6719
C 2.2480 -1.9426 1.2798
H 2.0879 -1.5367 0.2844
C 3.0938 -0.2146 -2.3741
H -3.8302 -0.8784 -0.2875
I 7.0813 -0.0879 -0.6714
C 0.6120 1.8043 2.5264
H 1.6164 -2.3216 4.4373
H 2.7660 2.3195 1.3424
H -1.4551 6.6521 1.9788
H -0.6568 5.9250 4.2310
Si -2.6425 -2.3545 1.3797
In -0.6816 0.0628 -0.2930
H 0.4941 -4.7376 1.1472
H 1.0545 -3.4029 -0.8616
H -1.5397 -2.4509 -4.8777
C -0.9894 2.2357 -3.9767
C -0.9509 -2.7160 -4.0097
C -0.3394 3.3736 -2.1286
H -1.1327 5.1014 0.0564
C -0.8144 4.8251 1.0542
C 0.0073 4.0263 3.5007
H 0.8158 -0.8013 4.1032
H 1.5528 -4.6599 2.5406
H -3.0039 -1.9525 3.8399
N -0.2752 3.6204 1.1732
C -0.9482 -1.4668 1.4721
H -0.2035 1.2164 2.9662
C -3.5608 -1.7226 2.9345
C 4.4449 -0.3755 -2.1726
H 1.3571 0.2336 1.5399
Se -2.1914 -0.4250 -2.7095
N 1.0058 1.1544 1.2862
C -1.0109 -1.9312 -2.8641
S -2.5705 1.7600 0.5443
H 1.6242 2.6866 0.0281
C 0.4972 -3.2425 -1.7734
C 4.2311 0.8509 -0.1257
C -2.5877 -4.2630 1.3956
H 0.1269 5.2801 -4.8684
Si 0.5857 -2.3984 2.1332
C -0.1052 -3.8090 -4.0085
H 2.8781 -2.8209 1.1706
C -0.5512 5.2835 3.3706
C -3.6981 -1.9493 -0.1569
C 0.7398 -1.8776 3.9767
H -3.6930 -0.6447 2.8944
H -0.2328 3.3390 -1.0534
H -4.5453 -2.1677 3.0297
C 5.0077 0.1442 -1.0230
N -0.8396 2.2747 -2.6717
C 2.0818 1.8741 0.6025
C 2.8722 1.0048 -0.3306
H 5.0468 -0.8909 -2.9035
H 4.6900 1.3038 0.7413
H -1.1217 -0.6577 2.1845
C 0.6034 -4.3107 2.1391
H 1.4462 1.8113 3.2489
C 0.6400 -4.0770 -2.8684
C 2.2387 0.4164 -1.4507
H -3.5498 -4.6552 1.0828
```

HOMO level = -7.7 eV
Energy above the lowest of the compared OMol25 structures with the same formula, charge and spin = 1.1578 eV
Kohn-Sham gap = 7.32 eV

no.,E (a.u.)
1,-3256.38883
2,-2859.81906
3,-1708.63735
4,-1353.94960
5,-2368.40187
6,-8118.74259